ORCA calculation (ωB97M-V with the def2-TZVPD basis set) on a cluster of 7 separate species, C36H81F6N9O6P in total.

Output
Total charge   +5
2S+1   1

```
139
Properties=species:S:1:pos:R:3:forces:R:3
P 0.856982 -1.071265 -1.409377 -0.88 -0.48 -0.35
F 1.888161 -0.389207 -2.500783 -1.26 -0.26 -0.19
F 2.178213 -1.643802 -0.701761 0.60 -0.51 0.71
F 0.976939 0.271628 -0.513852 -0.36 0.18 0.03
F -0.061297 -1.792597 -0.260203 0.10 0.69 0.20
F -0.519055 -0.511060 -2.148099 1.39 0.16 0.43
F 0.686664 -2.445439 -2.245028 0.61 0.35 -0.64
C -1.442202 -7.470159 -9.535478 0.29 0.21 0.80
C -1.369998 -7.585314 -7.974513 -1.22 -1.40 -1.09
N -0.730385 -6.502613 -7.267033 2.13 0.82 1.87
C -1.067435 -5.164703 -7.131644 0.75 -0.05 0.26
C -0.033783 -4.552959 -6.453548 -0.97 0.67 0.01
N 0.898222 -5.474678 -6.074606 -3.33 -3.61 -2.67
C 0.420982 -6.678007 -6.580126 0.35 1.36 0.02
C 2.101618 -5.368780 -5.360296 1.56 0.78 1.48
H -2.001496 -6.596341 -9.869727 -0.16 -0.05 0.20
H -1.920398 -8.364881 -9.934072 -0.09 0.07 0.17
H -0.464039 -7.401171 -10.011443 0.15 -0.06 0.29
H -0.913830 -8.523488 -7.658563 0.75 0.19 -0.28
H -2.353142 -7.783650 -7.547690 -0.37 0.75 -0.17
H -2.036443 -4.782647 -7.417039 0.30 0.05 -0.30
H 0.053573 -3.509789 -6.187907 0.01 -0.13 0.05
H 0.938619 -7.614563 -6.434142 -0.09 0.03 -0.22
H 2.313200 -4.300804 -5.307694 0.54 -0.19 -0.02
H 2.916180 -5.963228 -5.774078 -0.11 0.39 -0.55
H 2.035895 -5.731601 -4.334553 -0.53 0.11 0.08
C 5.810024 1.144506 -3.957542 -0.78 0.12 1.34
C 6.466588 2.227571 -3.005049 1.43 -1.23 -3.83
N 6.072877 2.283087 -1.660513 -2.27 -1.65 4.72
C 6.119103 3.448441 -0.932284 -2.27 -1.37 2.04
C 5.467698 3.144541 0.301679 2.23 2.47 -0.79
N 5.177831 1.842601 0.404940 0.67 -0.90 -2.77
C 5.543690 1.283180 -0.815197 0.07 1.78 -0.38
C 4.544800 1.152008 1.562257 0.03 -0.70 -0.65
H 6.056573 0.125656 -3.658753 0.26 0.07 0.17
H 5.999039 1.186031 -5.030225 0.66 0.67 0.27
H 4.723668 1.198964 -3.887103 -0.16 0.13 0.16
H 6.366895 3.220610 -3.443275 -0.34 -0.03 0.15
H 7.541891 2.050347 -3.025833 0.14 -0.07 0.04
H 6.445909 4.381055 -1.367971 0.04 -0.11 0.23
H 5.408791 3.779019 1.173671 -0.20 0.11 -0.19
H 5.357520 0.257199 -1.096478 0.04 0.15 -0.06
H 4.078938 1.796142 2.308012 0.35 0.56 -0.52
H 5.286340 0.537281 2.072472 0.02 0.06 -0.17
H 3.752033 0.527922 1.149772 0.07 -0.12 0.05
C -0.412872 4.123118 4.167679 -0.62 -0.07 0.31
C -1.576465 4.363851 5.212138 0.35 -0.03 -1.03
N -1.256388 5.419829 6.189498 -1.24 1.47 1.51
C -0.141158 5.440008 6.959816 1.42 -0.10 0.21
C -0.186341 6.533898 7.792345 2.05 -1.40 0.76
N -1.351551 7.134800 7.642389 -1.70 -3.04 -4.09
C -2.030404 6.420345 6.682829 0.00 0.85 0.11
C -1.869293 8.213219 8.364239 -0.99 1.19 1.08
H 0.598659 4.134324 4.573628 -0.19 0.09 0.29
H -0.445854 4.830872 3.339355 -0.11 0.37 0.34
H -0.520708 3.162132 3.664724 -0.28 -0.18 0.34
H -1.896077 3.484295 5.771014 0.52 -0.14 0.01
H -2.466487 4.654994 4.654286 0.07 0.31 0.11
H 0.546368 4.614365 6.850155 0.34 0.48 0.20
H 0.463123 6.893618 8.576701 0.36 -0.30 -0.25
H -3.063242 6.644486 6.460580 0.17 -0.08 -0.41
H -1.868871 7.868323 9.398241 -0.21 0.69 0.18
H -2.884668 8.379462 8.004411 0.04 0.19 0.33
H -1.284261 9.119915 8.210182 0.02 -0.11 0.17
C -0.560094 6.085974 -9.421119 -0.19 -0.04 -0.49
O -0.652031 5.419515 -8.173446 0.34 0.32 2.19
C -0.471929 6.301315 -7.002756 0.06 -0.88 -1.63
C -0.256110 5.438703 -5.766486 -0.53 -1.09 0.22
N -1.405051 4.435193 -5.557485 0.32 1.47 1.02
H -2.182872 5.050044 -5.364990 -0.74 -0.13 0.31
H -1.635935 4.003960 -6.441139 0.18 -0.55 -0.47
C -1.152822 3.421616 -4.379769 -0.58 1.65 -1.21
C -0.741233 4.194761 -3.094821 0.73 -0.38 -0.46
O 0.627719 4.515542 -3.109146 0.40 0.10 -0.04
C 1.059114 5.273975 -1.975786 1.28 0.18 -0.96
H 0.464774 6.395283 -9.626270 -0.06 0.48 0.20
H -1.310712 6.874853 -9.469628 0.32 0.39 -0.05
H -0.807186 5.397109 -10.228903 -0.11 -0.31 0.34
H -1.307957 6.999055 -6.954506 -0.57 -0.29 0.41
H 0.354540 7.002103 -7.120871 0.56 -0.37 -0.09
H -0.234968 5.999007 -4.831758 0.15 0.27 -0.33
H 0.575783 4.735393 -5.728714 0.58 0.74 -0.65
H -0.450025 2.770880 -4.900064 0.19 -0.39 1.04
H -2.146862 2.987605 -4.271989 0.32 -0.45 0.27
H -0.891508 3.634901 -2.171744 -0.74 -0.38 -0.22
H -1.309956 5.124200 -3.066703 -0.49 0.10 0.18
H 2.112870 5.488521 -2.153719 0.12 -0.19 -0.25
H 1.086636 4.723830 -1.035205 -0.84 -0.02 0.07
H 0.639445 6.279925 -1.969579 -0.70 -0.19 0.45
C 5.847545 -3.238705 5.969261 0.58 -0.43 -0.46
O 5.216772 -4.481112 5.836922 -1.31 -2.02 -0.39
C 5.494743 -5.241319 4.630694 -0.83 0.44 1.30
C 4.586666 -4.816460 3.508039 -0.33 1.65 -0.68
N 3.101391 -4.765368 3.932451 0.38 -1.29 -0.66
H 2.952297 -5.614501 4.458612 -0.03 -0.66 0.29
H 2.818573 -4.029563 4.563880 0.79 0.52 0.34
C 2.061710 -4.764901 2.838797 0.57 -1.29 -0.67
C 2.285138 -5.975830 1.874289 0.18 -0.41 0.17
O 2.759500 -7.059561 2.693562 0.40 2.34 0.07
C 2.940068 -8.297584 2.102158 -0.63 -2.06 -0.66
H 5.692904 -2.791126 4.987509 0.85 0.98 0.14
H 6.864634 -3.476468 6.280877 0.42 0.72 -0.53
H 5.427683 -2.624371 6.765767 -0.46 -0.31 -0.14
H 5.241937 -6.279534 4.845903 0.26 -0.05 0.39
H 6.534364 -5.195097 4.306417 0.08 0.12 0.05
H 4.718103 -5.426866 2.614595 -0.47 -0.41 0.36
H 4.836394 -3.818988 3.146381 -0.15 0.26 0.23
H 2.170231 -3.782554 2.379102 -0.59 -0.24 -0.33
H 1.105164 -4.977083 3.316381 0.02 0.68 0.15
H 2.898691 -5.719314 1.010653 0.92 -0.03 0.31
H 1.383951 -6.289077 1.347194 -0.63 0.21 0.50
H 3.323632 -8.999005 2.843092 -0.15 0.26 0.21
H 3.594549 -8.432685 1.241049 0.45 1.01 -0.10
H 1.982196 -8.680017 1.749531 -0.27 -0.14 0.10
C -4.798599 0.397860 0.727212 0.84 -1.09 0.43
O -5.438435 -0.009860 1.973605 0.29 0.48 0.49
C -4.612958 -0.718449 2.902245 0.78 -0.31 -1.05
C -5.153347 -0.704079 4.328878 -0.29 -0.53 -0.07
N -6.622416 -1.146634 4.358569 0.47 1.93 0.67
H -7.051867 -0.706931 3.557117 -0.70 0.06 -0.68
H -6.641741 -2.151991 4.263679 -0.26 -0.33 -0.17
C -7.424209 -0.706720 5.591462 -0.15 -0.72 0.25
C -8.959212 -0.891781 5.384625 0.92 2.01 -1.08
O -9.220411 -0.124002 4.163278 2.32 -0.96 0.51
C -10.465945 -0.411573 3.632253 -1.84 -0.91 0.53
H -5.482337 0.862578 0.016837 -0.42 -0.48 0.47
H -4.307895 -0.492681 0.334469 -0.42 -0.17 -0.57
H -3.949133 1.076369 0.805492 -0.11 0.43 0.91
H -3.568721 -0.408536 2.861908 0.07 1.16 0.55
H -4.356591 -1.731098 2.590902 -1.12 -0.70 -0.36
H -4.980281 0.266744 4.793252 -0.75 0.00 0.00
H -4.683527 -1.460199 4.957902 0.52 0.18 -0.20
H -7.200131 0.329849 5.843293 0.01 0.05 -0.65
H -6.986834 -1.279863 6.408963 -0.43 -0.22 0.12
H -9.481205 -0.329202 6.158657 0.09 -0.42 0.48
H -9.302968 -1.926045 5.369559 0.05 -0.04 -0.34
H -10.695593 -0.008327 2.645969 0.58 0.53 0.27
H -11.178234 -0.083779 4.389410 -0.65 0.18 -0.41
H -10.605340 -1.488722 3.540407 0.02 -0.27 -0.08
```
Forces are in eV/Å.

***

ORCA calculation (ωB97M-V with the def2-TZVPD basis set) on a cluster of 2 separate species, C4H8N2 in total.

Output
SMILES   [H]/N=C\C.C=C=N
2S+1   1

```
14
Properties=species:S:1:pos:R:3:forces:R:3
H -1.664061 -1.091644 -1.280371 2.58 -0.64 1.52
N -0.694072 -1.520412 -0.944646 -1.46 -1.92 -0.09
C -0.393759 -1.470236 0.287972 2.06 4.31 2.06
C -0.951401 -0.232011 1.107462 0.49 -2.71 2.30
H 0.611528 -1.740543 0.918661 -2.06 -0.74 -2.59
H -0.339792 0.636846 1.283505 0.37 0.15 -1.12
H -1.249272 -0.418834 2.154426 0.22 -0.77 -0.13
H -1.851890 -0.152313 0.650051 -2.84 1.66 -1.47
C 1.592252 1.186736 -0.054263 1.09 1.95 0.72
C 1.124446 1.011172 -1.253695 -1.34 -0.99 -0.01
N 0.388970 0.619871 -2.165186 1.67 1.75 -0.25
H 1.592440 2.100355 0.543161 -0.52 0.41 -0.91
H 2.310367 0.604362 0.437818 0.68 -1.76 0.06
H -0.475756 0.466651 -1.684893 -0.94 -0.70 -0.09
```
Forces are in eV/Å.

***

ORCA calculation (ωB97M-V with the def2-TZVPD basis set) on a cluster of 2 separate species, C6H8N3O in total.

Output
Total charge   -1
2S+1   1

```
18
Properties=species:S:1:pos:R:3:forces:R:3
C 2.381814 1.076090 0.139471 1.36 2.94 -1.10
C 1.022429 1.321378 -0.130688 0.44 2.94 0.55
C 2.907256 -0.200095 0.263706 0.70 1.45 0.97
C 1.929260 -1.177055 0.382253 1.27 3.12 -1.32
C 0.086840 0.344298 -0.318838 0.83 -1.08 -0.09
C -3.021083 0.023645 -0.727621 2.26 -2.59 -0.40
N -2.459585 0.393857 1.507176 -0.75 0.75 1.52
N 0.668518 -0.875241 0.017646 0.31 -0.24 0.30
N -2.300786 -0.318754 0.557366 0.53 -0.28 -0.48
O -0.089715 -1.913256 0.064845 -1.83 -1.55 -0.01
H 3.119844 1.991544 0.081758 -1.43 -1.81 0.32
H 0.606545 2.427497 -0.131976 1.20 -2.12 -0.26
H 4.036272 -0.219799 0.438269 -1.85 -0.82 -0.19
H 2.193586 -2.129111 0.630460 -0.04 -2.59 0.53
H -3.452354 -0.756743 -1.281738 -1.23 -2.13 0.25
H -3.706178 0.730573 -0.560302 -2.53 2.67 1.22
H -2.440294 0.312383 -1.552407 2.04 1.18 -0.36
H -1.482363 -1.031212 0.620613 -1.28 0.17 -1.44
```
Forces are in eV/Å.

***

ORCA calculation (ωB97M-V with the def2-TZVPD basis set) on an isolated molecule of C16H13ClN2O2.

Output
SMILES   CO[C@@]1(c2ccccc2)N=CC(=O)Nc2ccc(Cl)cc21
2S+1   1

```
34
Properties=species:S:1:pos:R:3:forces:R:3
C -1.732454 -2.202410 1.123729 0.00 -0.16 -0.02
O -1.945153 -1.339878 -0.008691 0.36 0.49 0.59
C -0.951836 -0.354010 -0.390682 0.04 -2.04 -0.15
C 0.419092 -1.072199 -0.261166 1.61 -1.29 -1.64
C 0.653520 -2.166833 -1.228164 0.42 0.90 1.36
C 1.868282 -2.854390 -1.250496 -3.17 2.70 1.09
C 2.850822 -2.427889 -0.462354 4.40 -1.30 0.86
C 2.758490 -1.353096 0.329199 -2.20 2.10 2.15
C 1.519401 -0.706580 0.583061 -1.37 -1.78 -2.70
N -1.328398 -0.184885 -1.828312 5.19 2.23 -1.37
C -0.316213 0.422540 -2.538623 -7.30 -2.32 1.30
C 0.728589 1.270095 -2.110802 6.04 1.58 -1.16
O 1.717767 1.530005 -2.839630 -1.85 -1.10 -0.76
N 0.877120 1.907520 -0.934622 -1.96 1.04 1.41
C -0.153916 2.027205 0.011657 0.74 0.53 0.72
C -0.194730 3.175258 0.799469 -3.61 -3.05 1.29
C -1.195785 3.250799 1.796481 0.84 2.00 0.57
C -2.134341 2.294801 2.055777 0.56 -0.19 -0.59
Cl -3.417679 2.571500 3.231149 0.77 -0.40 -0.60
C -1.966087 1.147696 1.318761 -1.40 -1.17 0.43
C -1.025867 0.992364 0.314892 -0.54 -1.01 0.37
H -2.729280 -2.633396 1.287338 0.31 0.27 0.29
H -1.045117 -3.068873 0.995658 -0.19 0.69 -0.62
H -1.347500 -1.680066 2.011116 -0.38 0.11 -0.14
H -0.048596 -2.551377 -1.956599 -0.61 0.61 0.28
H 2.028098 -3.608834 -1.880592 0.33 -3.04 -2.43
H 3.836181 -2.982436 -0.383878 -1.18 0.68 -0.58
H 3.588750 -0.995653 0.868738 0.98 0.12 0.69
H 1.314330 -0.011317 1.356272 0.40 0.85 0.49
H -0.625711 0.519843 -3.580288 0.73 -0.04 0.01
H 1.517296 2.715373 -1.052040 -0.53 -1.04 0.29
H 0.372093 3.963628 0.547855 2.14 2.76 -0.43
H -1.277767 4.085170 2.490846 0.43 0.42 -0.55
H -2.613400 0.320325 1.584942 0.03 -0.16 -0.45
```
Forces are in eV/Å.

***

The following ΔE to the lowest compared entry with this formula, charge and spin values (in kJ/mol) correspond, in order, to the records above: 297.2; 440.6; 404.5; 0.0.